19
Properties=species:S:1:pos:R:3:lowdin_charge:R:1 method="wB97M-V/def2-TZVPD" smiles="C=CCC[C@H](C)O" de_lowest_ev=1.152
H 1.792 -0.642 -1.144 0.06
H 2.641 -1.320 0.244 0.08
C 1.993 -0.499 -0.078 -0.05
H -0.526 2.590 -1.909 0.05
C 0.702 -0.485 0.759 -0.44
H 2.546 0.440 0.027 0.08
H -0.837 -1.947 0.457 0.12
O 0.823 -1.291 1.929 -0.05
C -0.556 1.621 -1.418 0.01
C -0.555 -0.982 0.023 -0.17
H 0.513 0.554 1.068 0.13
C -1.498 1.331 -0.523 -0.18
H -1.916 0.170 1.231 0.12
H 0.210 0.909 -1.718 0.04
H -2.213 2.110 -0.260 0.10
H -2.633 -0.434 -0.248 0.11
C -1.713 0.004 0.162 -0.21
H 1.578 -0.968 2.437 0.09
H -0.352 -1.162 -1.039 0.11


13
Properties=species:S:1:pos:R:3:lowdin_charge:R:1 method="wB97M-V/def2-TZVPD" charge=+2 multiplicity=5
H -0.722 1.431 -0.027 0.17
C -2.070 -0.678 0.124 0.06
C -2.453 0.679 0.009 0.00
O 1.015 -2.041 -0.418 0.20
C 0.328 -1.051 -0.192 -0.61
H 5.020 0.674 0.650 0.10
O -0.916 -1.226 0.429 0.16
O 0.766 0.113 -0.085 -0.09
O 4.389 0.716 -0.067 -0.06
Cr 2.662 0.252 -0.058 1.49
O -1.706 1.708 0.048 0.21
H -2.815 -1.424 -0.155 0.18
H -3.498 0.848 -0.261 0.18


13
Properties=species:S:1:pos:R:3:lowdin_charge:R:1 method="wB97M-V/def2-TZVPD" de_lowest_ev=5.324
H 0.463 -1.985 1.312 0.09
C 0.016 2.500 0.478 -0.05
Br 2.994 -1.061 0.035 0.67
C 0.105 -1.859 0.288 -0.10
C 1.528 0.036 -0.396 -0.49
C -0.860 1.646 -0.212 -0.13
H 0.654 -2.551 -0.352 0.07
H -1.684 -0.277 -0.540 0.12
N 0.344 -0.487 -0.135 -0.29
H -1.814 2.081 -0.517 0.11
C -0.792 0.287 -0.289 -0.11
F 0.003 3.763 0.078 0.01
H -0.957 -2.093 0.250 0.09


15
Properties=species:S:1:pos:R:3:lowdin_charge:R:1 method="wB97M-V/def2-TZVPD" charge=-1 de_lowest_ev=2.890
F 1.251 28.031 -10.787 -0.18
F 6.096 24.518 -0.582 -0.19
F 1.570 25.454 -8.731 -0.25
F 2.891 26.545 -10.120 -0.19
F 5.054 24.729 -2.683 -0.17
P 6.426 24.096 -2.126 0.11
F 7.902 23.587 -1.668 -0.19
F -0.256 26.929 -9.426 -0.18
F 6.970 25.554 -2.334 -0.16
F 1.672 27.830 -8.648 -0.17
P 1.317 26.759 -9.779 0.18
F 6.957 23.825 -3.630 -0.18
F 0.898 25.627 -10.891 -0.20
Rb 2.753 21.311 -5.582 0.96
F 5.777 22.624 -1.828 -0.19


It is found that the energy values, taken in the order of the records, are -8463.202, -41811.909, -79510.295, -51856.882 eV.